{"formula": "C60H145CaF12N13O25S4", "method": "ωB97M-V/def2-TZVPD", "species": ["Ca", "C", "F", "F", "F", "S", "O", "O", "N", "S", "O", "O", "C", "F", "F", "F", "C", "F", "F", "F", "S", "O", "O", "N", "S", "O", "O", "C", "F", "F", "F", "C", "O", "C", "C", "N", "C", "C", "O", "C", "H", "H", "H", "H", "H", "H", "H", "H", "H", "H", "H", "H", "H", "H", "H", "C", "O", "C", "C", "N", "C", "C", "O", "C", "H", "H", "H", "H", "H", "H", "H", "H", "H", "H", "H", "H", "H", "H", "H", "C", "O", "C", "C", "N", "C", "C", "O", "C", "H", "H", "H", "H", "H", "H", "H", "H", "H", "H", "H", "H", "H", "H", "H", "C", "O", "C", "C", "N", "C", "C", "O", "C", "H", "H", "H", "H", "H", "H", "H", "H", "H", "H", "H", "H", "H", "H", "H", "C", "O", "C", "C", "N", "C", "C", "O", "C", "H", "H", "H", "H", "H", "H", "H", "H", "H", "H", "H", "H", "H", "H", "H", "C", "O", "C", "C", "N", "C", "C", "O", "C", "H", "H", "H", "H", "H", "H", "H", "H", "H", "H", "H", "H", "H", "H", "H", "C", "C", "C", "O", "C", "N", "H", "H", "H", "H", "H", "H", "H", "H", "H", "H", "H", "C", "C", "C", "O", "C", "N", "H", "H", "H", "H", "H", "H", "H", "H", "H", "H", "H", "C", "C", "C", "O", "C", "N", "H", "H", "H", "H", "H", "H", "H", "H", "H", "H", "H", "C", "C", "C", "O", "C", "N", "H", "H", "H", "H", "H", "H", "H", "H", "H", "H", "H", "C", "C", "C", "O", "C", "N", "H", "H", "H", "H", "H", "H", "H", "H", "H", "H", "H"], "coordinates": [[-3.38841, -0.16446, 1.21333], [-4.85964, 2.81946, 3.72108], [-5.36648, 3.90724, 4.30492], [-3.70454, 3.16962, 3.12928], [-4.64726, 1.93842, 4.68475], [-6.11366, 2.14554, 2.39900], [-6.88029, 1.11039, 3.09111], [-6.88937, 3.33485, 1.99691], [-4.94241, 1.43076, 1.24075], [-5.56612, 1.92384, -0.11666], [-4.78452, 1.21414, -1.15559], [-7.01006, 1.64401, -0.20383], [-5.28396, 3.87059, -0.39076], [-6.45425, 4.40135, -0.64297], [-4.82545, 4.42060, 0.68883], [-4.43215, 4.08486, -1.44785], [0.36901, -1.53943, 1.65797], [0.77673, -0.22233, 1.84603], [1.40439, -2.38322, 1.51741], [-0.37910, -1.92579, 2.73777], [-0.68046, -1.61677, 0.03430], [0.16995, -1.86645, -1.12711], [-1.68847, -2.61271, 0.21416], [-1.48802, -0.07504, 0.16129], [-0.55655, 0.86406, -0.65983], [0.86855, 0.83826, -0.35853], [-0.92073, 0.89536, -2.07963], [-1.15825, 2.64251, 0.03676], [-0.72679, 2.78272, 1.35580], [-0.52436, 3.58913, -0.65643], [-2.51570, 2.63415, 0.02072], [-8.11605, -6.12706, 4.84360], [-7.07632, -6.39880, 3.91611], [-5.91557, -5.53590, 4.04347], [-4.88615, -5.84493, 2.96749], [-3.64021, -5.01034, 3.06938], [-2.88754, -5.07232, 1.85956], [-2.35933, -6.47875, 1.48979], [-1.42251, -6.91975, 2.41749], [-0.81745, -8.13053, 2.09089], [-8.81110, -6.94793, 5.02021], [-8.66946, -5.25175, 4.50351], [-7.79847, -5.79275, 5.83128], [-5.47665, -5.78862, 5.00866], [-6.18528, -4.47995, 4.02532], [-5.34342, -5.87225, 1.97843], [-4.64465, -6.89765, 3.11429], [-3.14487, -5.43071, 3.84270], [-2.08919, -4.33554, 1.94847], [-3.40653, -4.61763, 1.01575], [-1.93231, -6.46998, 0.48695], [-3.16737, -7.19877, 1.36034], [-1.49651, -8.86214, 1.65301], [-0.49326, -8.56458, 3.03673], [0.04359, -8.00306, 1.43480], [1.95761, -8.99139, -2.02226], [2.34962, -7.60326, -2.16236], [1.45472, -6.63920, -1.57017], [2.00528, -5.22557, -1.52660], [2.46407, -4.89261, -2.86363], [3.48841, -3.79263, -2.79544], [4.11175, -3.48456, -4.13534], [5.06084, -4.46370, -4.57994], [5.72196, -3.99259, -5.73145], [2.55722, -9.60814, -2.69173], [0.90609, -9.07370, -2.29726], [2.05618, -9.29165, -0.97908], [1.26140, -6.83316, -0.51512], [0.52697, -6.66894, -2.14157], [2.87438, -5.25756, -0.86953], [1.19430, -4.60914, -1.13875], [2.84637, -5.79561, -3.10558], [4.20136, -4.16091, -2.05774], [3.17039, -2.86483, -2.31990], [4.60448, -2.51734, -4.03640], [3.36116, -3.33630, -4.91169], [6.40559, -4.76889, -6.07513], [6.39128, -3.16443, -5.49851], [5.05285, -3.79703, -6.56938], [6.69167, 5.76208, -2.67199], [5.76721, 5.11648, -3.59071], [6.38413, 4.55106, -4.71363], [5.39438, 3.79425, -5.57993], [4.96377, 2.47865, -5.15447], [4.21374, 2.48247, -3.86902], [3.45981, 1.13016, -3.77991], [2.36218, 1.04990, -4.67425], [1.59255, -0.10834, -4.49994], [6.11674, 6.23938, -1.87843], [7.26826, 6.51403, -3.21070], [7.34226, 5.13511, -2.06228], [7.19252, 3.90485, -4.37155], [6.92379, 5.28035, -5.31778], [5.84967, 3.61645, -6.55420], [4.52513, 4.41462, -5.79823], [4.24511, 2.25589, -5.82829], [3.55352, 3.34963, -3.85399], [4.91465, 2.66394, -3.05422], [3.02021, 1.13547, -2.78250], [4.08562, 0.23783, -3.79431], [1.21781, -0.14617, -3.47708], [2.08811, -1.01046, -4.85874], [0.72505, -0.02801, -5.15500], [-2.55080, 6.55671, -1.16571], [-2.33305, 7.94337, -0.90839], [-1.01946, 8.29901, -0.58671], [-0.76056, 9.72219, -0.16926], [-1.03879, 10.60923, -1.28075], [-0.56795, 11.95829, -1.07181], [-1.41401, 12.96943, -1.97295], [-2.78851, 12.77643, -1.87328], [-3.33879, 12.95320, -0.57661], [-1.72377, 6.02885, -1.64057], [-3.40187, 6.49813, -1.84420], [-2.71738, 6.01053, -0.23725], [-0.35318, 8.07186, -1.41892], [-0.64375, 7.60182, 0.16220], [0.29936, 9.76618, 0.08120], [-1.39974, 9.81063, 0.70922], [-2.04003, 10.64968, -1.40718], [0.50841, 12.08476, -1.18830], [-0.80305, 12.34687, -0.08094], [-1.07829, 12.88036, -3.00613], [-1.06933, 13.96912, -1.70850], [-3.12962, 13.96197, -0.22060], [-3.09990, 12.14611, 0.11594], [-4.42528, 12.88912, -0.63600], [-1.86550, 0.80810, 4.04768], [-3.00368, 0.12494, 3.50145], [-3.40409, -0.97348, 4.25226], [-4.72618, -1.46363, 3.64688], [-4.40375, -2.00161, 2.31673], [-5.61061, -2.07759, 1.50839], [-5.35209, -2.40825, 0.05856], [-4.26050, -1.58325, -0.45912], [-4.08245, -1.70038, -1.85376], [-1.06381, 0.10395, 4.27029], [-2.11808, 1.17627, 5.04205], [-1.52567, 1.69690, 3.51602], [-3.71379, -0.62866, 5.23881], [-2.66304, -1.77240, 4.27847], [-5.36925, -0.58543, 3.70464], [-5.23595, -2.19998, 4.26818], [-4.25611, -2.96420, 2.58454], [-6.21520, -1.17090, 1.48627], [-6.26687, -2.84068, 1.92686], [-6.20443, -2.21399, -0.59250], [-5.06818, -3.45887, -0.00217], [-3.24350, -1.07255, -2.15390], [-4.95998, -1.42079, -2.43674], [-3.83877, -2.72715, -2.12668], [3.68800, -7.48379, 1.65183], [3.35522, -6.11535, 1.67001], [2.06754, -5.67649, 2.18718], [1.73132, -6.22113, 3.69603], [0.41619, -5.72274, 4.12261], [0.14351, -6.14320, 5.45509], [-1.03561, -5.43644, 6.02117], [-2.22161, -5.89537, 5.41234], [-2.68153, -7.17664, 5.88469], [4.58258, -7.59567, 1.03920], [2.90435, -8.10835, 1.22300], [3.91252, -7.86655, 2.64742], [1.44883, -6.05812, 1.37499], [1.94201, -4.59993, 2.07153], [2.49435, -5.94944, 4.42546], [1.77301, -7.30945, 3.65236], [-0.35364, -6.13849, 3.61803], [0.95400, -5.89165, 6.13916], [0.10032, -7.23232, 5.46084], [-1.01505, -4.36589, 5.81723], [-1.10061, -5.53889, 7.10440], [-1.89153, -7.91787, 5.76393], [-3.47439, -7.56606, 5.24607], [-3.00712, -7.24876, 6.92242], [6.36161, -4.74526, -0.31793], [6.03806, -3.96831, 0.94296], [4.74429, -3.09611, 0.95612], [5.03949, -2.08457, 0.07906], [3.96511, -1.13655, -0.09025], [5.87050, -4.87764, 2.02421], [6.26557, -4.19036, -1.25118], [5.80394, -5.67859, -0.39537], [7.40937, -5.02345, -0.20424], [6.90784, -3.33207, 1.10655], [4.41993, -2.80590, 1.95546], [3.86611, -3.59990, 0.55229], [3.81920, -0.54540, 0.81384], [3.03744, -1.63856, -0.36506], [4.15791, -0.41111, -0.88061], [5.39355, -4.34422, 2.73700], [5.11776, -5.50987, 1.79229], [2.68459, 1.64844, 3.89218], [2.72061, 2.67172, 5.01473], [2.05061, 2.06748, 6.32339], [0.68944, 1.71260, 6.19952], [0.12582, 1.42825, 7.42356], [4.12419, 2.92347, 5.35948], [2.81273, 2.15584, 2.93603], [1.69282, 1.23208, 3.71577], [3.44987, 0.88464, 4.03029], [2.22941, 3.59350, 4.70306], [2.05287, 2.74964, 7.17355], [2.58466, 1.15832, 6.59960], [0.79841, 0.79768, 8.00502], [-0.77695, 0.84647, 7.23745], [-0.09423, 2.38322, 7.90075], [4.06950, 3.67954, 6.02692], [4.56819, 3.29453, 4.53165], [-2.50020, 4.67907, -6.76933], [-1.96107, 5.53730, -5.54743], [-0.41400, 5.55490, -5.41078], [0.16489, 4.28305, -5.17966], [-0.03701, 3.62627, -3.92391], [-2.51512, 6.91091, -5.70000], [-3.56458, 4.47686, -6.64973], [-1.97138, 3.72877, -6.84265], [-2.40722, 5.14572, -7.74999], [-2.48989, 5.19997, -4.65600], [-0.04330, 6.23864, -4.64712], [0.13189, 5.78177, -6.32654], [-1.07991, 3.68904, -3.61325], [0.59243, 3.97693, -3.10603], [0.18663, 2.56570, -4.03907], [-2.26087, 7.44128, -4.87893], [-2.02359, 7.27732, -6.50266], [-1.40085, -4.43331, -3.40174], [-0.86059, -3.67240, -4.58493], [-1.81544, -2.47025, -4.99591], [-3.20604, -2.78612, -5.24179], [-3.43583, -3.69909, -6.32643], [0.37976, -3.20561, -4.15008], [-0.90639, -5.33059, -3.02955], [-2.39805, -4.74424, -3.71319], [-1.56250, -3.79565, -2.53262], [-0.80520, -4.38926, -5.40417], [-1.39686, -1.99826, -5.88481], [-1.82686, -1.70140, -4.22336], [-3.03020, -4.70108, -6.18654], [-2.97542, -3.31291, -7.23581], [-4.47171, -3.82394, -6.64179], [0.90111, -4.01369, -3.84137], [0.20715, -2.60379, -3.35755], [4.73931, 7.00907, 1.17796], [3.19747, 6.72808, 1.30709], [2.94979, 5.32267, 1.77201], [3.52317, 4.31688, 0.89671], [2.92203, 4.13244, -0.34928], [2.56493, 7.68215, 2.18454], [5.19001, 6.18866, 0.61949], [5.22246, 7.01673, 2.15501], [4.97318, 7.85177, 0.52738], [2.80999, 6.93382, 0.30928], [1.86179, 5.26105, 1.79596], [3.28123, 5.10528, 2.78738], [1.84412, 4.06732, -0.20105], [3.32166, 3.22568, -0.80337], [3.19088, 4.96203, -1.00319], [2.62271, 8.64297, 1.87858], [3.20223, 7.77991, 2.96197]], "forces_ev_per_angstrom": [[-0.66, -0.66, -0.27], [-0.36, 0.75, -0.48], [-0.08, -0.31, -0.49], [-0.37, -0.40, 0.30], [0.13, -0.34, -0.16], [-1.19, 0.33, 1.80], [1.51, 0.80, -1.04], [2.19, -2.22, 0.26], [-3.09, 3.19, 2.99], [-1.43, -2.29, -5.15], [-0.27, 1.49, 1.52], [2.14, 1.17, 0.42], [-0.19, -1.19, -1.22], [-0.21, 0.01, -0.62], [1.22, 0.43, 0.76], [-1.11, -0.46, 1.44], [0.25, 1.07, 0.13], [-0.51, -3.12, 0.39], [-0.89, 1.12, 0.36], [0.83, 0.57, -1.48], [0.03, -0.34, -0.96], [-0.74, 1.23, 2.07], [-0.41, 0.09, 1.03], [2.74, -3.39, -0.22], [1.67, 5.06, -3.38], [-1.58, -0.11, -0.20], [0.24, -0.12, 1.98], [1.56, -2.26, 1.00], [-0.98, -0.19, -1.63], [-1.54, -0.46, 0.26], [1.46, 0.92, -0.08], [-0.03, 1.23, 0.09], [0.64, 0.08, -0.04], [-0.59, -0.64, 0.30], [0.11, -0.69, 0.29], [-2.89, -0.43, 0.08], [1.33, -0.20, -0.55], [-0.53, 0.98, -1.20], [-0.44, 0.13, 0.34], [0.29, -0.78, 0.48], [0.36, -0.26, -0.58], [-0.41, -0.02, -0.32], [0.73, -0.32, 0.22], [0.20, 0.41, 0.29], [-0.25, 0.18, 0.03], [0.04, 0.73, -0.19], [0.19, -0.30, 0.06], [0.62, 0.40, 0.18], [0.62, -0.44, 0.16], [-0.57, -0.45, -0.10], [0.43, 0.39, -0.25], [-0.38, -0.16, 0.47], [-0.27, 0.12, -0.20], [0.29, -0.06, -0.03], [0.07, 0.08, -0.17], [-0.39, 1.59, 0.07], [0.15, 0.07, 0.42], [-0.14, -0.66, 0.12], [0.41, -1.13, -0.80], [-0.49, 1.32, 0.47], [0.11, -1.98, -0.09], [0.40, 0.18, -0.02], [-0.58, 0.39, 0.31], [0.77, -0.81, -0.01], [0.10, 0.25, 0.17], [-0.15, -0.21, -0.11], [0.17, -0.21, 0.06], [-0.25, -0.77, 0.13], [-0.26, -0.01, 0.06], [-0.04, 0.30, 0.66], [0.13, 0.41, 0.02], [0.94, 0.35, -0.97], [0.81, 0.16, -0.23], [-0.96, -0.07, -0.35], [0.36, 0.19, 0.03], [-0.38, -0.16, 0.02], [-0.14, -0.31, 0.11], [-0.34, 0.54, -0.03], [-0.22, 0.39, 0.09], [-1.02, 0.05, -0.35], [0.41, 0.72, 1.46], [0.62, -0.74, 0.00], [0.20, 0.21, -0.55], [-0.31, 0.02, 1.02], [0.40, -0.85, -1.52], [-0.74, 1.10, 1.49], [0.98, 0.68, -0.60], [-0.50, 0.13, -0.50], [-0.45, 0.29, -0.43], [0.16, 0.03, 0.05], [0.27, -0.79, -0.71], [0.04, -0.61, 0.03], [-0.29, 0.58, -0.19], [0.34, 0.25, -0.07], [-0.17, 0.56, 0.24], [-0.01, -0.53, -0.29], [-0.64, -0.10, 0.13], [-0.02, -0.52, 0.15], [-0.12, -0.16, 0.54], [0.42, 0.07, -0.53], [0.13, -0.46, 0.22], [0.33, -0.20, 0.53], [-0.11, 0.24, 0.01], [0.11, 0.48, 0.05], [-0.57, 0.34, -0.26], [1.51, -1.71, -0.40], [-0.79, -1.13, -0.56], [0.26, 0.24, 0.30], [-1.73, 1.47, -0.41], [2.33, -0.87, 0.34], [-0.46, -0.24, 0.00], [-0.60, 0.11, -0.37], [0.43, 0.38, -0.29], [-0.08, -0.09, 0.29], [-0.33, 0.05, 0.18], [0.00, 0.10, -0.65], [-0.01, 0.05, 0.75], [-0.06, 0.13, 0.24], [0.08, 0.96, 0.46], [-0.16, -0.06, -0.29], [-0.01, -0.12, -0.41], [0.17, -0.27, 0.70], [-0.61, -0.39, -0.22], [-0.37, 0.39, 0.44], [0.37, -0.10, 0.43], [0.63, 0.19, 0.19], [-0.03, 0.05, -0.53], [0.17, -0.13, 1.62], [1.15, 1.06, -1.21], [-1.86, -0.92, 1.00], [0.96, 0.72, 0.70], [-1.19, 0.26, 0.50], [-1.33, 0.18, -0.90], [1.26, 0.03, -0.73], [-1.05, -0.37, 1.13], [0.36, -0.33, -0.72], [0.24, -0.03, -0.59], [-0.37, 0.14, 0.12], [-0.29, -0.50, -0.66], [0.64, -0.07, 0.49], [0.26, 0.09, 0.13], [-0.24, -0.01, -0.87], [0.26, -0.23, 0.19], [1.17, -0.72, -0.37], [0.32, 0.45, 0.59], [-0.30, -0.16, -0.12], [-0.29, -0.14, 0.29], [0.17, -0.16, -0.41], [-0.11, 0.12, 0.14], [-0.16, 0.27, 0.26], [0.09, -0.20, 0.10], [-0.32, -0.08, 0.23], [-0.11, 1.11, 0.61], [0.43, -1.86, 0.62], [-0.50, 0.69, -2.58], [0.98, 0.46, -0.20], [1.18, 0.31, 1.10], [-0.78, -0.16, 0.25], [-1.63, -0.98, 0.51], [0.76, -0.32, -0.71], [-0.05, 0.12, -0.02], [-0.29, -0.02, -0.17], [0.02, -0.01, 0.17], [-1.22, -0.40, 0.70], [0.76, 0.01, 0.49], [0.06, 0.49, -0.22], [-0.10, -0.40, -0.05], [0.30, 0.27, -0.90], [0.48, 0.07, -0.12], [-0.46, -0.38, 0.58], [0.34, -0.02, -0.18], [0.00, -0.23, 0.22], [0.25, -0.05, 0.10], [-0.20, 0.55, -0.10], [-0.02, 0.68, 0.15], [0.27, -0.04, -0.12], [-1.41, 0.52, -0.11], [0.86, -0.94, -1.54], [-0.72, 2.89, -1.03], [0.46, -0.28, 0.06], [0.38, -1.04, 1.41], [-0.07, 0.14, 0.16], [-0.28, 0.03, -0.01], [0.06, -0.18, -0.22], [-0.22, 0.40, 0.28], [0.48, 0.55, 0.44], [-0.16, -0.86, -0.04], [-0.13, -0.11, 0.29], [-0.17, -0.19, 0.12], [0.52, -0.29, -0.12], [0.38, 0.02, 0.75], [0.15, -0.21, -0.31], [-0.64, 0.54, -0.70], [-0.65, -1.49, 1.08], [0.13, 0.41, -0.62], [0.20, 0.02, -2.29], [-0.30, -0.22, 0.12], [-0.67, 0.15, 0.25], [0.69, 0.09, -0.13], [-0.05, -0.35, 0.62], [-0.16, -0.06, 0.00], [-0.44, 0.00, 0.09], [0.75, 0.47, 0.05], [0.48, 0.00, 0.03], [0.04, 0.06, 0.45], [-0.19, 0.19, 0.15], [-0.18, -0.16, 0.67], [0.59, 0.26, 0.23], [0.30, 0.07, -0.12], [0.54, 0.14, 0.96], [-0.85, 0.39, -1.30], [0.10, -1.22, 0.22], [0.21, -1.12, 0.66], [-0.52, 0.01, -0.50], [0.50, -0.95, -0.28], [0.04, 0.03, 0.21], [0.01, -0.06, 0.19], [0.30, 0.47, 0.14], [0.57, -0.57, 0.20], [-0.40, 0.41, 0.27], [-0.67, 0.71, -0.38], [-0.15, 0.08, 0.11], [0.23, 0.51, -0.07], [0.10, 0.11, -0.29], [0.10, 0.37, 0.00], [-0.07, 0.69, -0.08], [-2.78, -0.48, 0.09], [-2.23, -0.23, 0.64], [0.07, -1.07, -0.32], [0.06, -0.85, -0.07], [0.79, 0.50, -0.51], [2.00, 1.58, -1.12], [0.57, 0.13, -0.55], [-0.49, -0.42, 0.38], [0.17, 0.31, 0.04], [0.38, 0.23, -0.37], [0.14, -0.02, -0.23], [-0.01, -0.15, 0.24], [0.12, -0.05, 0.44], [0.41, 0.16, -0.13], [-0.30, 0.41, 0.92], [0.69, 0.12, 0.28], [0.32, 0.08, 0.27], [-0.62, -1.09, -0.74], [2.54, 1.54, -0.96], [-0.75, -0.91, -1.34], [0.44, 0.41, 1.94], [-0.14, 0.51, -0.03], [-0.10, 0.32, 1.28], [0.03, -0.36, 0.14], [0.04, 0.38, 0.01], [-0.17, 0.52, 0.58], [-0.36, -0.61, -0.11], [-0.35, -0.54, -0.01], [0.42, 0.17, -0.07], [-0.16, -0.09, -0.43], [-0.13, -0.09, 0.20], [-0.28, 0.13, -0.34], [-0.30, 0.02, -0.99], [-0.11, -0.40, 0.84]], "gap_ev": 8.3, "homo_energy_ev": -8.2}